Here is an isolated ion of composition C11H12ClO2 and charge +1 in a non-equilibrium geometry from the OMol25 dataset. Energies are from ωB97M-V with the def2-TZVPD basis set.

```
26
Properties=species:S:1:pos:R:3:nbo_charge:R:1
C 0.37 -3.00 2.22 0.01
C 1.27 -3.32 1.22 -0.17
C -0.67 -2.08 1.93 -0.24
C 0.97 -2.88 -0.03 -0.21
C -0.81 -1.45 0.71 0.33
C 0.01 -1.93 -0.32 0.39
C -1.70 0.56 0.04 0.23
C -0.92 3.39 -1.15 -0.66
C 1.37 2.67 -0.76 -0.66
C -0.43 1.06 -0.33 -0.34
C -0.08 2.36 -0.66 0.07
O -1.90 -0.66 0.49 -0.44
O -0.09 -1.52 -1.61 -0.51
Cl -3.20 1.31 -0.23 0.08
H 0.47 -3.42 3.26 0.26
H 2.19 -3.79 1.42 0.26
H -1.30 -1.76 2.75 0.27
H 1.49 -3.26 -0.92 0.23
H -1.89 3.07 -1.42 0.24
H -0.52 4.03 -1.95 0.24
H -1.09 4.18 -0.24 0.24
H 1.92 2.63 0.31 0.22
H 1.55 3.66 -1.15 0.23
H 2.10 1.90 -1.12 0.23
H 0.25 0.23 -0.40 0.19
H 0.63 -2.00 -2.06 0.51
```

The charge is +1. The LUMO energy (alpha / beta) comes out at -4.02 / -8.26 eV. Its multiplicity is 3. The HOMO-LUMO gap (alpha / beta) is 5.576 / 4.265 eV.

Here is one molecule with the formula C11H12IN3O4 in a non-equilibrium geometry from the OMol25 dataset. Energies are from ωB97M-V with the def2-TZVPD basis set.

```
31
Properties=species:S:1:pos:R:3:nbo_charge:R:1
O -4.45 -0.46 -2.30 -0.58
C -3.52 -0.90 -1.67 0.59
N -3.66 -2.08 -0.96 -0.50
C -2.60 -2.58 -0.38 0.30
N -1.33 -2.04 -0.54 -0.56
C -1.21 -0.77 -1.02 0.11
C -0.10 0.15 -1.06 -0.16
C 1.28 -0.15 -0.54 0.06
O 1.15 -1.04 0.57 -0.53
C 1.26 -0.27 1.76 0.03
C -0.13 0.08 2.38 -0.50
I 0.19 0.91 4.40 0.07
C 2.09 0.99 1.44 0.06
O 3.44 0.88 1.81 -0.71
C 2.02 1.13 -0.08 0.05
O 3.34 1.27 -0.65 -0.74
C -0.53 1.27 -1.75 -0.02
N -1.89 1.07 -2.06 -0.49
C -2.25 -0.20 -1.64 0.00
H -2.73 -3.53 0.20 0.20
H -0.55 -2.35 0.06 0.44
H 1.85 -0.68 -1.32 0.21
H 1.81 -0.82 2.55 0.22
H -0.71 -0.85 2.47 0.22
H -0.68 0.79 1.79 0.22
H 1.69 1.92 1.91 0.19
H 3.94 0.90 0.98 0.50
H 1.48 2.05 -0.30 0.19
H 3.23 1.42 -1.60 0.49
H 0.10 2.15 -1.96 0.22
H -2.51 1.74 -2.50 0.44
```

As for the SMILES: O=c1nc[nH]c2c([C@@H]3O[C@H](CI)[C@@H](O)[C@H]3O)c[nH]c12. The LUMO energy comes out at 0.09 eV. Its multiplicity is 1. The HOMO-LUMO gap is 8.878 eV.